C4H12NO3 | the ωB97M-V functional and the def2-TZVPD basis

Summary:
E_tot	-439.15589	Eh
relative energy (zero: lowest compared OMol25 entry of this formula, charge and spin)	123.7	kcal per mole
multiplicity	2
highest occupied orbital energy (alpha / beta)	-0.726 / -0.613	hartree
net charge	+2

Each line ends with the Löwdin spin population.
CARTESIAN COORDINATES (ANGSTROEM)
C (1.54, 0.37, 2.29)  0.12
C (0.07, 0.72, 1.87)  0.06
C (-0.48, 0.18, 0.51)  -0.03
C (0.42, 0.59, -0.70)  -0.07
O (-0.37, 0.57, -1.96)  0.41
O (1.54, -0.04, -0.87)  -0.72
N (2.06, -0.93, 2.01)  0.72
H (2.21, 1.03, 1.69)  0.05
H (1.70, 0.64, 3.33)  0.00
H (0.06, 1.82, 1.78)  0.00
H (-0.59, 0.52, 2.71)  0.01
H (-1.48, 0.56, 0.34)  0.00
H (-0.45, -0.91, 0.53)  0.00
H (0.21, 0.10, -2.57)  0.01
H (2.57, -1.37, 2.78)  0.01
H (2.45, -1.10, 1.08)  0.02
H (0.56, 1.70, -0.65)  -0.03
H (-3.27, -1.81, -4.75)  0.00
H (-4.77, -1.39, -4.99)  0.00
O (-3.99, -1.25, -4.42)  0.44